The following is a quantum chemistry calculation of a 3-piece molecular cluster, C3H7NO2 overall, from the Open Molecules 2025 dataset.

```
13
Properties=species:S:1:pos:R:3
C -1.521 0.268 0.126
C -0.208 -0.177 0.543
O 0.005 -1.463 0.494
C 0.906 0.769 0.054
O 0.733 1.973 -0.049
N 2.019 0.079 -0.244
H -1.671 1.316 -0.133
H -2.373 -0.313 0.466
H -1.337 -0.891 -1.247
H -0.565 0.261 1.570
H -0.808 -1.446 -0.876
H 1.982 -0.924 -0.115
H 2.839 0.549 -0.589
```

- Strongest force on any atom: 0.39 eV/Å
- Energy relative to the best compared isomer or geometry (same formula, charge and spin): 111.3 kcal per mole
- Multiplicity: 1
- LUMO energy: -0.620 eV
- Frontier orbital gap: 8.807 eV

Here are the Löwdin charges for atoms 1 to 4, given in e: C 0.13; C -0.63; O -0.14; C -0.50



The following is a quantum chemistry calculation of C16H13Cl5O2SSeSiV as an isolated structure at a distorted geometry, from the Open Molecules 2025 dataset.

```
40
Properties=species:S:1:pos:R:3
V 0.037 -0.239 0.001
O -0.541 1.434 3.382
C 0.099 1.326 2.358
O -0.249 0.567 1.364
C 1.364 2.079 2.113
C 1.915 2.766 3.200
C 3.053 3.531 3.049
C 3.649 3.629 1.797
C 3.116 2.964 0.714
C 1.970 2.177 0.852
S 1.365 1.480 -0.630
H 1.415 2.675 4.152
H 3.474 4.059 3.891
H 4.531 4.235 1.657
H 3.564 3.043 -0.266
Cl 2.233 -1.118 -2.313
C 2.071 -2.203 -1.000
C 1.196 -1.852 0.020
C 0.965 -2.792 1.013
Cl -0.235 -2.363 2.162
C 1.608 -4.025 1.043
Cl 1.294 -5.149 2.297
C 2.521 -4.330 0.031
Cl 3.363 -5.821 0.044
C 2.746 -3.421 -1.004
Cl 3.838 -3.801 -2.268
C -3.695 -0.066 -3.844
Si -3.366 -0.029 -1.958
C -4.593 -1.138 -0.987
C -3.004 1.672 -1.153
Se -1.184 -0.973 -1.719
H -4.710 0.237 -4.071
H -3.551 -1.070 -4.233
H -3.018 0.593 -4.380
H -5.623 -0.897 -1.231
H -4.466 -1.016 0.087
H -4.431 -2.188 -1.226
H -3.831 2.371 -1.196
H -2.145 2.127 -1.648
H -2.745 1.523 -0.101
```

- Strongest force on any atom: 4.83 eV/Å
- Energy relative to the best compared isomer or geometry (same formula, charge and spin): 26.7 kcal per mole
- Multiplicity: 2
- LUMO energy (spin up / spin down): -1.367 / -0.937 eV
- Frontier orbital gap (spin up / spin down): 6.841 / 7.496 eV
- <S²>: 0.77

Here are the Löwdin charges for atoms 1 to 4, given in e: V 0.28; O 0.13; C -0.51; O -0.23



The following is a quantum chemistry calculation of C12H30LiN2O4S as an isolated structure at a distorted geometry, from the Open Molecules 2025 dataset.

```
50
Properties=species:S:1:pos:R:3
Li -7.885 -14.061 1.976
S -5.873 -16.394 5.218
O -4.682 -17.223 5.423
O -6.243 -16.600 6.588
O -5.615 -15.008 4.845
O -6.838 -16.869 4.264
C -8.176 -16.790 -2.403
C -6.957 -15.822 -2.540
N -7.284 -14.360 -2.323
C -6.066 -13.564 -2.701
C -4.946 -13.519 -1.699
C -8.457 -13.888 -3.161
C -8.316 -13.997 -4.734
H -8.838 -16.800 -3.269
H -8.784 -16.557 -1.529
H -7.890 -17.834 -2.274
H -6.179 -16.067 -1.817
H -6.578 -15.970 -3.551
H -5.711 -13.935 -3.662
H -6.394 -12.553 -2.941
H -4.796 -14.422 -1.108
H -3.981 -13.387 -2.189
H -5.074 -12.706 -0.984
H -8.549 -12.820 -2.960
H -9.438 -14.285 -2.901
H -9.147 -13.557 -5.285
H -8.225 -14.994 -5.166
H -7.451 -13.509 -5.182
C -10.115 -9.518 1.881
C -10.650 -9.992 3.218
N -10.916 -11.444 3.368
C -12.172 -11.737 2.664
C -12.615 -13.168 2.972
C -10.893 -11.857 4.825
C -11.910 -11.084 5.746
H -9.984 -8.437 1.926
H -10.778 -9.729 1.042
H -9.100 -9.886 1.729
H -9.952 -9.710 4.006
H -11.569 -9.440 3.415
H -12.974 -11.010 2.787
H -11.954 -11.698 1.597
H -11.762 -13.839 2.883
H -12.959 -13.216 4.006
H -13.309 -13.444 2.178
H -9.899 -11.691 5.241
H -11.017 -12.928 4.988
H -12.945 -11.348 5.533
H -11.844 -10.002 5.626
H -11.682 -11.289 6.792
```

- Charge: -1
- Strongest force on any atom: 6.08 eV/Å
- Energy relative to the best compared isomer or geometry (same formula, charge and spin): 147.8 kcal per mole
- Multiplicity: 1
- LUMO energy: 0.874 eV
- Frontier orbital gap: 2.310 eV

Here are the Löwdin charges for atoms 1 to 4, given in e: Li 0.67; S 0.06; O -0.41; O -0.40



The following is a quantum chemistry calculation of a single C23H22N2O5S molecule at a distorted geometry, from the Open Molecules 2025 dataset.

```
53
Properties=species:S:1:pos:R:3
O 0.702 0.892 -3.039
C 0.993 0.174 -2.105
N 2.224 -0.028 -1.632
C 3.401 0.650 -2.128
C 4.520 -0.372 -2.418
C 5.622 -0.111 -1.381
C 4.926 0.672 -0.270
C 3.976 1.576 -1.046
C -0.102 -0.614 -1.337
C 0.129 -2.089 -1.367
C 0.956 -2.815 -2.165
C 0.856 -4.207 -1.942
C -0.048 -4.519 -0.981
S -0.806 -3.121 -0.329
N -0.254 -0.118 0.034
C 0.608 -0.487 1.015
O 1.635 -1.124 0.796
C 0.259 -0.133 2.394
C 1.080 -0.200 3.495
C 0.289 0.177 4.599
C -0.952 0.434 4.096
O -0.981 0.252 2.772
C -1.265 0.854 0.234
C -0.909 2.153 0.559
C -1.871 3.141 0.750
C -3.184 2.774 0.587
C -3.543 1.466 0.248
C -2.604 0.483 0.065
O -4.903 1.377 0.155
C -5.396 2.671 0.434
O -4.314 3.534 0.713
H 2.330 -0.611 -0.803
H 3.088 1.199 -3.019
H 4.121 -1.380 -2.307
H 4.896 -0.270 -3.434
H 6.072 -1.034 -1.020
H 6.411 0.503 -1.819
H 5.627 1.230 0.350
H 4.358 -0.004 0.370
H 3.188 2.005 -0.427
H 4.530 2.390 -1.515
H -1.045 -0.382 -1.848
H 1.610 -2.375 -2.896
H 1.438 -4.938 -2.473
H -0.322 -5.485 -0.606
H 2.112 -0.483 3.492
H 0.598 0.243 5.622
H -1.865 0.741 4.567
H 0.136 2.400 0.669
H -1.601 4.151 1.004
H -2.881 -0.529 -0.179
H -6.068 2.628 1.306
H -5.955 3.049 -0.437
```

- Strongest force on any atom: 1.29 eV/Å
- Energy relative to the best compared isomer or geometry (same formula, charge and spin): 74.9 kcal per mole
- Multiplicity: 1
- LUMO energy: 0.561 eV
- Frontier orbital gap: 8.776 eV
- Structure (SMILES): O=C(NC1CCCC1)[C@@H](c1cccs1)N(C(=O)c1ccco1)c1ccc2c(c1)OCO2

Here are the Löwdin charges for atoms 1 to 4, given in e: O 0.07; C -0.45; N 0.11; C -0.28



The following is a quantum chemistry calculation of C41H39Br2F5N3O8TaTe as an isolated structure at a distorted geometry, from the Open Molecules 2025 dataset.

```
100
Properties=species:S:1:pos:R:3
Ta -0.538 0.391 0.472
O -3.575 0.167 -4.376
C -4.435 0.416 -3.338
C -5.748 0.817 -3.550
C -6.582 1.042 -2.468
C -6.112 0.870 -1.173
C -4.800 0.472 -0.974
C -3.954 0.235 -2.048
C -2.521 -0.173 -1.812
O -2.100 0.243 -0.536
N -2.394 -1.611 -1.849
N -1.095 -2.002 -1.757
C -0.797 -3.193 -2.081
C 0.563 -3.708 -1.954
Br 1.843 -2.512 -1.232
C 0.947 -4.943 -2.279
C 0.096 -5.962 -2.928
C 0.048 -7.253 -2.403
C -0.734 -8.229 -2.999
C -1.467 -7.934 -4.140
C -1.407 -6.660 -4.686
C -0.628 -5.682 -4.086
H -4.009 0.395 -5.205
H -6.109 0.962 -4.562
H -7.601 1.363 -2.641
H -6.757 1.061 -0.327
H -4.393 0.378 0.022
H -1.865 0.303 -2.548
H -2.956 -2.064 -2.564
H -1.553 -3.896 -2.433
H 1.962 -5.239 -2.043
H 0.621 -7.486 -1.513
H -0.769 -9.223 -2.573
H -2.074 -8.698 -4.609
H -1.959 -6.429 -5.588
H -0.557 -4.697 -4.530
C 2.471 -1.723 2.729
C 1.147 -0.988 2.824
C 0.839 -0.493 4.226
O 1.143 0.145 1.926
C 0.012 -1.888 2.324
O -0.224 -2.952 2.814
O -0.650 -1.384 1.279
H 3.278 -1.095 3.114
H 2.689 -2.004 1.699
H 2.415 -2.629 3.329
H 1.644 0.159 4.568
H 0.751 -1.345 4.898
H -0.101 0.059 4.232
H 2.018 0.492 1.693
C -2.873 -4.103 3.863
C -2.875 -2.676 4.334
C -2.170 -2.332 5.483
C -2.122 -1.016 5.903
C -2.775 -0.031 5.181
C -3.501 -0.365 4.041
N -4.173 0.646 3.298
C -3.985 1.997 3.708
C -4.771 2.593 4.686
C -4.536 3.905 5.069
C -3.507 4.629 4.482
C -2.734 4.049 3.488
C -2.976 2.739 3.098
C -2.237 2.157 1.935
O -2.263 2.697 0.841
O -1.535 1.071 2.152
C -3.557 -1.696 3.608
C -4.322 -2.081 2.373
H -2.358 -4.743 4.577
H -2.358 -4.194 2.903
H -3.887 -4.486 3.728
H -1.639 -3.100 6.030
H -1.571 -0.748 6.796
H -2.736 0.999 5.510
H -5.144 0.424 3.129
H -5.554 2.011 5.160
H -5.150 4.359 5.835
H -3.319 5.651 4.784
H -1.960 4.615 2.987
H -4.582 -1.218 1.769
H -5.249 -2.605 2.626
H -3.735 -2.751 1.743
Br -3.827 4.193 -4.221
C -2.209 3.685 -3.379
C -1.904 4.198 -2.131
C -0.729 3.804 -1.499
C 0.085 2.901 -2.146
C -0.203 2.391 -3.404
C -1.367 2.798 -4.033
H -2.580 4.878 -1.636
H -0.492 4.168 -0.512
H 0.461 1.689 -3.892
H -1.622 2.415 -5.010
F 2.813 0.770 -2.122
Te 1.798 2.086 -1.242
F 2.723 3.032 -2.620
F 2.236 3.671 -0.328
F 0.375 2.204 0.663
F 2.817 1.418 0.214
O 0.647 0.500 -1.003
```

- Strongest force on any atom: 1.20 eV/Å
- Energy relative to the best compared isomer or geometry (same formula, charge and spin): 39.0 kcal per mole
- Multiplicity: 1
- LUMO energy: -0.936 eV
- Frontier orbital gap: 7.051 eV

Here are the Löwdin charges for atoms 1 to 4, given in e: Ta 1.93; O 0.05; C -0.28; C -0.04



The following is a quantum chemistry calculation of an isolated ion of composition C2H7N2 and charge +1 at a distorted geometry, from the Open Molecules 2025 dataset.

```
11
Properties=species:S:1:pos:R:3
C -1.373 -0.348 1.244
N -0.396 -0.562 0.128
C 0.690 0.125 -0.123
N 1.177 0.724 -1.266
H -2.367 -0.702 1.011
H -1.036 -0.719 2.220
H -1.331 0.732 1.441
H -0.662 -1.151 -0.670
H 1.010 0.656 0.665
H 0.880 0.335 -2.185
H 2.138 1.056 -1.241
```

- Charge: +1
- Strongest force on any atom: 3.89 eV/Å
- Energy relative to the best compared isomer or geometry (same formula, charge and spin): 26.5 kcal per mole
- Multiplicity: 1
- LUMO energy: -4.638 eV
- Frontier orbital gap: 11.132 eV
- Structure (SMILES): C/[NH+]=C/N

Here are the Löwdin charges for atoms 1 to 4, given in e: C 0.01; N 0.03; C -0.11; N 0.19



Q: Among the records above, which one has the highest strongest force on any atom?
A: C12H30LiN2O4S



Q: Which value of strongest force on any atom does entry 4 give?
A: 1.29 eV/Å